A structure of composition C3H22B4Be2Cl6 in a non-equilibrium geometry, computed with ωB97M-V/def2-TZVPD.

Calculated values
Energy relative to the best compared isomer or geometry (same formula, charge and spin) in kJ/mol: 0.0
HOMO energy in eV: -9.64
Spin multiplicity: 1
E in eV: -82079.1084

XYZ file:
```
37
Properties=species:S:1:pos:R:3:lowdin_charge:R:1
Be 1.27456 1.88458 2.50641 0.8174
Be -0.34869 -3.29028 -1.12956 0.8505
B -3.77187 -3.28850 0.81557 -0.2157
H -3.98898 -3.44992 -0.22895 -0.0073
H -3.29145 -2.32247 0.83025 -0.0325
H -4.73170 -3.24616 1.30667 -0.0079
H -3.12086 -4.03575 1.24225 -0.0269
B 1.04541 0.39811 -1.17791 -0.3874
H 0.00666 0.29744 -0.90386 -0.0920
H 1.37830 1.41360 -1.32696 -0.0642
H 1.67282 -0.07423 -0.43799 -0.1010
H 1.15595 -0.13738 -2.10811 -0.0487
B -2.28773 1.96083 4.53408 -0.1843
H -1.84083 2.92783 4.36254 -0.0212
H -2.43619 1.55756 3.54434 -0.0086
H -1.64609 1.23881 5.01494 -0.0013
H -3.19167 2.03756 5.11826 -0.0129
B 0.27738 -2.44084 3.23502 -0.2731
H -0.31204 -2.74744 4.08521 -0.0106
H 1.22912 -2.03281 3.53824 -0.0715
H 0.46811 -3.25272 2.55039 -0.0757
H -0.29676 -1.66069 2.75967 -0.0247
C -6.94049 1.21387 -2.43916 -1.0536
Cl -5.35659 0.50728 -2.66179 0.5167
Cl -7.28973 1.36935 -0.70738 0.4847
H -7.05757 2.25009 -2.75641 0.0209
H -7.72094 0.65047 -2.95061 0.0313
C 7.40570 -2.57941 -0.39002 -1.0764
Cl 7.71773 -1.99696 1.20851 0.5310
Cl 5.72633 -3.08960 -0.65506 0.4932
H 7.71023 -1.84292 -1.13362 0.0311
H 8.06465 -3.43963 -0.50796 0.0210
C 4.04621 5.04285 -4.91378 -1.0978
Cl 4.55902 6.34749 -6.00101 0.4914
Cl 3.90646 3.50251 -5.64372 0.5561
H 4.85771 5.01617 -4.18655 0.0172
H 3.12772 5.31136 -4.39188 0.0328
```

---

A cluster of 3 separate species, C21H21F3NO10S in total in a non-equilibrium geometry, computed with ωB97M-V/def2-TZVPD.

Calculated values
HOMO energy in eV: -11.35
Spin multiplicity: 1
E in eV: -63059.4148
Charge: +1

XYZ file:
```
57
Properties=species:S:1:pos:R:3:lowdin_charge:R:1
C 2.89018 -1.20605 4.90015 0.1857
C 2.03123 -0.48730 4.45376 -0.3413
S 0.72415 0.09636 3.58459 1.1883
C -0.22452 0.96385 4.84107 -0.2171
C -1.08530 0.01205 5.70618 -0.4954
O -1.02111 0.19789 6.89175 0.1547
N -1.86414 -0.97856 5.10986 -0.1506
C -2.36649 -0.69517 3.76106 -0.0713
C -1.28992 -2.32946 5.27549 -0.0239
C 1.44672 1.40644 2.54348 -0.2044
C 1.06680 1.11076 1.09354 -0.2821
O -0.33818 0.93407 0.98828 -0.0035
C 1.71432 -0.19777 0.58547 -0.6000
F 2.64184 -0.62378 1.46385 0.1358
F 0.83071 -1.17454 0.46023 0.1773
F 2.31240 -0.03117 -0.57675 0.1935
H 3.69152 -1.79810 5.29421 0.0759
H 0.45581 1.50712 5.49018 0.1191
H -0.86639 1.67379 4.31739 0.1085
H -2.53750 0.37261 3.63921 0.0889
H -1.69988 -1.02955 2.95988 0.0688
H -3.31474 -1.21022 3.62663 0.1039
H -0.20818 -2.31021 5.43011 0.0802
H -1.72268 -2.83042 6.13963 0.0975
H -1.50722 -2.92407 4.39269 0.0950
H 2.51662 1.42610 2.72819 0.1215
H 1.01503 2.36310 2.83597 0.1199
H 1.35955 1.93440 0.43929 0.1489
H -0.77223 1.77309 1.18867 0.1213
C -0.01537 2.95546 -4.42995 0.0826
C 0.78991 2.43671 -3.49274 -0.2268
C 1.49468 3.30084 -2.47265 -0.3055
O 2.18001 2.72967 -1.63112 0.0637
C 1.33527 4.73122 -2.54147 0.0680
C 0.53540 5.25579 -3.48601 -0.2298
C -0.20523 4.39132 -4.48332 -0.3073
O -0.91671 4.96910 -5.27946 0.1245
O 0.31902 6.54603 -3.62875 0.1357
O 1.04195 1.14047 -3.38429 0.1138
H -0.52517 2.34577 -5.16227 0.1398
H 1.86565 5.34238 -1.82497 0.1347
H -0.29591 6.64715 -4.38401 0.1295
H 1.66666 1.03855 -2.64269 0.0975
C -0.24852 -4.81019 -3.25730 0.0744
C -1.15580 -4.81651 -4.24707 -0.2317
C -1.88998 -3.56548 -4.67583 -0.3086
O -2.68079 -3.67938 -5.59077 0.1177
C -1.61276 -2.32295 -3.97840 0.0789
C -0.70797 -2.32335 -2.99250 -0.2288
C 0.03697 -3.56905 -2.57688 -0.3092
O 0.84359 -3.43908 -1.67000 0.0935
O -0.37079 -1.25028 -2.28775 0.0929
O -1.48854 -5.89485 -4.93089 0.1293
H 0.28159 -5.69926 -2.94691 0.1368
H -2.14818 -1.43511 -4.28341 0.1358
H 0.30593 -1.56117 -1.65447 0.0776
H -2.15761 -5.61649 -5.58758 0.1258
```

---

A structure of composition C5H4N in a non-equilibrium geometry, computed with ωB97M-V/def2-TZVPD.

Calculated values
Energy relative to the best compared isomer or geometry (same formula, charge and spin) in kJ/mol: 322.9
HOMO energy in eV: -15.98
Spin multiplicity: 1
E in eV: -6724.9934
Charge: +1

XYZ file:
```
10
Properties=species:S:1:pos:R:3:lowdin_charge:R:1
C -1.72618 0.42089 0.18321 0.1149
C 1.01220 -0.67359 -0.02225 0.0129
C 0.84417 0.90262 -0.24592 0.1427
C -0.49316 0.83559 -0.35198 -0.0209
C -0.42641 -0.70298 -0.25557 -0.1460
N -1.69218 -0.93905 -0.17008 0.2572
H -2.14662 0.88997 1.04947 0.1576
H 1.79341 -1.15416 -0.60398 0.1497
H 1.20225 -1.25153 0.93235 0.1699
H 1.63253 1.67225 -0.51525 0.1617
```